(1)
Formula: C5H12N3O4
Source: the OMol25 dataset
Level of theory: ωB97M-V/def2-TZVPD

Cartesian coordinates (Å):
H (1.035, -3.564, -0.156)
H (-0.152, -3.849, 1.041)
H (0.631, 1.291, 2.743)
C (0.507, -0.376, -0.837)
C (-0.298, 0.765, 1.097)
H (-3.195, 0.242, 0.146)
H (1.062, 3.645, -1.560)
H (1.741, -0.176, -2.445)
C (-1.402, -0.253, 0.622)
O (-2.247, 0.466, -0.086)
H (0.753, -1.594, -2.354)
O (1.406, 1.847, -0.453)
H (0.857, 3.582, 0.270)
H (-1.742, -0.816, 1.417)
C (0.291, -3.124, 0.443)
N (1.100, -0.779, -1.940)
O (-0.803, -2.497, -0.290)
H (-0.399, 2.763, -0.857)
N (0.592, 0.739, -0.131)
O (0.270, 0.399, 2.293)
C (0.708, 2.999, -0.727)
H (0.750, -2.318, 1.103)
N (-0.695, -1.184, -0.271)
H (-0.771, 1.791, 0.931)

Atoms 1-2, force components in eV/Å:
0.7 -0.4 -1.2
-0.7 -1.4 1.1

The calculation puts the relative energy (zero: lowest compared OMol25 entry of this formula, charge and spin) at 0.0 kcal/mol. As for the total charge: +1. The spin multiplicity is 1. As for the highest occupied orbital energy: -13.242 eV. The total energy comes out at -18027.8257 eV. As for the SMILES: CON1C(=[NH2+])N(OC)[C@H](O)[C@H]1O. The gap between HOMO and LUMO comes out at 10.49 eV.

Atom charges from the natural (NBO) analysis, given in e for atoms 1 to 2:
1. H 0.194
2. H 0.211

(2)
Formula: CH5N3O5S
Source: the OMol25 dataset
Level of theory: ωB97M-V/def2-TZVPD

Cartesian coordinates (Å):
O (1.812, 0.934, 1.124)
O (2.974, -1.064, 0.310)
C (-0.562, -0.247, -0.098)
H (-2.246, 0.560, 0.650)
H (-1.467, -0.458, 1.700)
O (0.515, -0.994, 0.405)
N (-1.321, -0.978, -1.059)
O (0.066, 2.028, -0.234)
H (-0.768, -1.147, -1.892)
N (-1.345, 0.252, 0.994)
N (-0.114, 0.948, -0.866)
S (1.895, -0.164, 0.196)
O (1.662, 0.315, -1.230)
H (0.521, 1.883, 0.671)
H (-1.624, -1.867, -0.672)

Atoms 1-2, force components in eV/Å:
0.2 0.3 0.4
0.1 -0.3 0.1

The calculation puts the relative energy (zero: lowest compared OMol25 entry of this formula, charge and spin) at 41.6 kcal/mol. The spin multiplicity is 1. As for the highest occupied orbital energy: -11.114 eV. The total energy comes out at -26657.2877 eV. The gap between HOMO and LUMO comes out at 9.70 eV.

Atom charges from the natural (NBO) analysis, given in e for atoms 1 to 2:
1. O -0.972
2. O -0.886

(3)
Formula: C11H44O11
Source: the OMol25 dataset
Level of theory: ωB97M-V/def2-TZVPD

Cartesian coordinates (Å):
H (3.391, -2.398, -1.483)
C (2.902, -2.662, -0.545)
C (-0.347, -1.256, -3.567)
H (0.525, -2.028, -0.046)
O (1.613, -3.197, -0.831)
O (-0.154, -1.580, 0.464)
H (3.650, -0.348, 3.291)
H (-0.405, -2.344, -3.592)
O (-0.476, 3.683, 2.550)
C (3.787, 1.904, -0.883)
H (3.644, -3.384, -0.203)
H (-0.053, -3.161, 1.729)
H (0.603, 3.023, -3.528)
O (-4.046, 0.374, 0.456)
H (-4.917, 2.247, 1.095)
H (-0.862, 3.009, 0.577)
H (-1.210, 0.138, 0.427)
H (-5.611, 1.574, -0.367)
H (2.843, -1.813, 0.136)
H (3.608, -1.925, 2.457)
C (-0.299, -0.906, 4.123)
H (-5.964, 0.789, 1.110)
C (-5.161, 1.312, 0.591)
H (-1.201, -5.088, 3.223)
C (-3.297, 3.041, -1.895)
H (-4.232, 2.847, -2.420)
O (4.868, -0.473, 1.742)
O (-1.290, -1.109, 5.041)
H (-0.483, -1.296, 3.122)
H (5.574, -0.657, 2.366)
H (0.633, -1.369, 4.449)
O (-2.333, 2.018, -1.966)
H (-3.561, 3.174, -0.846)
H (-2.457, 1.567, -1.128)
H (2.724, -0.523, 1.857)
H (-2.219, 3.211, 1.785)
H (-1.104, -0.736, -2.980)
H (0.638, -0.889, -3.281)
H (-0.148, 0.159, 3.949)
O (0.193, -3.977, 2.170)
H (-1.226, 1.843, 1.873)
H (-0.276, -0.290, -1.012)
H (4.068, 1.188, -1.655)
H (0.405, 3.343, 2.376)
C (0.652, 2.025, -3.964)
C (-0.254, -0.254, 0.077)
H (-1.165, -2.006, 5.358)
O (-0.581, -0.891, -4.905)
O (2.359, 2.014, -0.847)
H (1.791, -3.991, -1.340)
H (-1.884, -4.353, 1.798)
H (1.657, 1.604, -3.949)
O (0.091, 1.886, -5.225)
C (3.656, -0.845, 2.321)
H (-0.437, 0.037, -5.101)
H (4.061, 1.651, 0.142)
H (0.434, 2.537, -5.842)
H (4.203, 2.901, -1.025)
H (-0.753, -5.779, 1.734)
H (-3.692, 0.107, 1.308)
H (0.017, 1.439, -3.300)
H (0.501, 0.390, 0.529)
C (-0.979, -4.816, 2.191)
H (2.112, 2.418, -0.011)
H (-2.937, 3.990, -2.292)
C (-1.188, 2.901, 1.612)

Atoms 1-2, force components in eV/Å:
-0.2 0.8 -0.2
0.9 0.0 -0.9

The calculation puts the relative energy (zero: lowest compared OMol25 entry of this formula, charge and spin) at 81.3 kcal/mol. The spin multiplicity is 1. As for the highest occupied orbital energy: -9.359 eV. The total energy comes out at -34636.8768 eV. As for the SMILES: CO.CO.CO.CO.CO.CO.CO.CO.CO.CO.CO. The gap between HOMO and LUMO comes out at 9.59 eV.

Atom charges from the natural (NBO) analysis, given in e for atoms 1 to 2:
1. H 0.167
2. C -0.261

(4)
Formula: C6H13NO
Source: the OMol25 dataset
Level of theory: ωB97M-V/def2-TZVPD

Cartesian coordinates (Å):
O (2.815, 2.844, -0.135)
C (0.314, -2.796, 1.800)
H (0.679, 1.174, -0.290)
H (-1.589, -1.778, 2.174)
H (0.490, 0.005, 1.468)
C (-1.567, -1.168, -1.067)
H (0.105, -3.787, 2.184)
H (3.568, 3.370, -0.476)
H (2.949, 2.935, 0.833)
N (0.028, 0.755, -0.950)
H (1.284, -2.531, 1.403)
C (-0.625, -1.860, 1.690)
H (-1.566, 1.410, -2.131)
C (-0.586, -0.321, -0.299)
H (-2.543, -1.151, -0.569)
H (-1.361, -2.236, -1.021)
H (-0.037, 2.330, -2.181)
C (-0.758, 1.848, -1.552)
H (-1.715, -0.662, -2.018)
C (-0.281, -0.586, 0.979)
H (-1.096, 2.566, -0.804)

Atoms 1-2, force components in eV/Å:
0.0 0.0 0.1
-0.9 -0.1 0.0

The calculation puts the relative energy (zero: lowest compared OMol25 entry of this formula, charge and spin) at 47.8 kcal/mol. As for the total charge: -1. The spin multiplicity is 2. As for the highest occupied orbital energy (spin up / spin down): 1.015 / -4.878 eV. The total energy comes out at -9967.4556 eV. The gap between HOMO and LUMO (spin up / spin down) comes out at 2.34 / 8.15 eV.

Atom charges from the natural (NBO) analysis, given in e for atoms 1 to 2:
1. O -1.445
2. C -0.426